Model a:
Computed, not measured: a gas-phase ion, C8H14N3O (charge +1), with ωB97M-V with the def2-TZVPD basis set.

Last column: natural (NBO) charge in e.
CARTESIAN COORDINATES (ANGSTROEM)
C: -1.6925 0.9728 -1.7652  -0.422
N: -1.7566 0.2776 -0.4840  -0.572
C: -1.4856 -1.1981 -0.5208  -0.257
C: -0.1499 -1.2386 0.2024  0.149
C: 0.2266 -2.5596 0.8330  -0.653
C: 0.2868 0.1601 0.5091  0.513
N: 0.8611 -0.4393 -0.4526  -0.404
C: 2.2732 -0.5194 -0.7536  0.784
O: 2.7849 -1.4518 -1.3762  -0.517
N: 2.7757 0.6786 -0.2763  -0.618
C: 2.2963 1.5260 0.7936  -0.217
C: 0.8481 1.1675 1.3896  -0.498
H: -0.7091 0.7573 -2.2519  0.207
H: -2.4526 0.5464 -2.4363  0.207
H: -1.9542 2.0326 -1.5640  0.228
H: -2.4587 0.5988 0.1987  0.411
H: -1.4122 -1.5172 -1.5800  0.235
H: -2.2064 -1.8235 -0.0183  0.235
H: 1.2232 -2.6278 1.3712  0.248
H: 0.0493 -3.2812 0.1059  0.249
H: -0.5362 -2.8254 1.5425  0.240
H: 3.7421 0.7071 -0.6256  0.437
H: 2.2425 2.5145 0.3438  0.217
H: 3.1550 1.7156 1.4819  0.241
H: 0.8756 0.6484 2.3858  0.276
H: 0.3840 2.0448 1.5629  0.279

The total charge is +1. The SMILES is CNC[C@]1(C)C2=[N+]1C(=O)NCC2. The HOMO energy is -13.35 eV.

Model b:
Computed, not measured: a gas-phase ion, C8H14N3O (charge +1), with ωB97M-V with the def2-TZVPD basis set.

Last column: natural (NBO) charge in e.
CARTESIAN COORDINATES (ANGSTROEM)
C: -1.5129 -0.8032 -0.4423  0.084
C: -0.1449 -0.0070 -0.5727  0.243
C: -1.5607 1.0564 0.9231  0.318
C: -2.1021 1.7738 1.9088  -0.491
C: 1.0097 -0.9137 -0.2210  0.474
C: 1.8044 -0.7003 1.0239  -0.714
C: 0.5677 2.1987 0.6103  -0.419
C: 0.5070 -2.3131 -2.1164  -0.459
N: -2.2419 -0.1102 0.3920  -0.525
N: -0.3197 1.1240 0.3767  -0.459
N: 1.2229 -1.9652 -0.9351  -0.381
O: 0.0525 0.5575 -1.8416  -0.734
H: -1.5417 2.6494 2.3823  0.225
H: -3.0148 1.5926 2.2388  0.209
H: 1.3765 0.1063 1.5930  0.268
H: 2.8122 -0.4635 0.6444  0.273
H: 1.6964 -1.6056 1.7845  0.282
H: 0.2445 2.9835 -0.1493  0.223
H: 0.4650 2.6753 1.5886  0.231
H: 1.6486 1.8223 0.4981  0.212
H: 0.2183 -3.3670 -2.0312  0.240
H: -0.3833 -1.7848 -2.3274  0.270
H: 1.0815 -2.5570 -2.9354  0.243
H: -3.1869 -0.2459 0.7203  0.441
H: -0.6513 0.8476 -2.4412  0.523
H: 1.9530 -2.5510 -0.6715  0.424

The total charge is +1. The HOMO energy is -11.81 eV.

Which structure loses on stability? model b does.

Model a:
Computed, not measured: a molecular structure, CH3BBr2O2, with ωB97M-V with the def2-TZVPD basis set.

Last column: natural (NBO) charge in e.
CARTESIAN COORDINATES (ANGSTROEM)
B: -0.2193 -0.1322 -0.4172  1.030
C: -0.3151 0.7905 -1.6964  -0.660
O: 0.1080 0.4886 0.7162  -0.838
O: -0.3334 -1.4375 -0.5789  -0.867
Br: 0.8735 0.3090 -3.1562  0.072
Br: -2.2073 0.6085 -2.3723  0.013
H: -0.0826 2.0737 -1.3187  0.280
H: 0.2334 -0.2915 1.3076  0.476
H: -0.2447 -2.0225 0.1981  0.494

The HOMO energy is -9.99 eV.

Model b:
Computed, not measured: CH3BBr2O2 in the gas phase, with ωB97M-V with the def2-TZVPD basis set.

Last column: natural (NBO) charge in e.
CARTESIAN COORDINATES (ANGSTROEM)
B: 0.6137 0.7127 -0.3038  0.980
C: -0.8660 -1.1969 0.9586  -0.245
O: 1.1177 1.2174 -1.3945  -0.864
O: 0.1505 -0.6165 -0.1280  -0.754
Br: -2.5725 -0.3951 0.5509  -0.016
Br: -0.1580 -0.6306 2.8157  -0.081
H: 0.4141 1.3364 0.6213  -0.087
H: 1.0919 0.8589 -2.2643  0.514
H: 0.2086 -1.2864 -0.8559  0.553

The HOMO energy is -7.88 eV.

Which structure loses on stability? model b does.

Model a:
Computed, not measured: 2 unconnected molecules or ions with the total composition C3H5BrS, with ωB97M-V with the def2-TZVPD basis set.

Last column: natural (NBO) charge in e.
CARTESIAN COORDINATES (ANGSTROEM)
C: 1.0379 -1.6314 0.0830  -0.541
C: 1.3488 -0.4131 -0.1277  -0.048
C: -1.1321 1.6080 0.2266  -0.530
S: -2.2549 0.7965 -0.9341  0.034
Br: 2.8333 0.4942 -0.6358  0.142
H: 1.7982 -2.3447 0.4108  0.215
H: 0.0753 -1.9583 0.1385  0.219
H: -0.4028 1.0685 0.8534  0.203
H: -1.0558 2.6768 0.1907  0.187
H: -2.2477 -0.2965 -0.2055  0.118

The HOMO energy (alpha / beta) is -8.65 / -7.65 eV.

Model b:
Computed, not measured: 2 unconnected molecules or ions with the total composition C3H5BrS, with ωB97M-V with the def2-TZVPD basis set.

Last column: natural (NBO) charge in e.
CARTESIAN COORDINATES (ANGSTROEM)
C: 0.3598 3.6536 1.6230  -0.257
C: 1.2776 2.9380 1.8339  -0.170
Br: 2.6596 1.8279 2.2109  0.191
H: -0.3653 4.3803 1.4728  0.236
C: -0.8665 0.2627 1.1097  -0.656
S: 0.4053 0.2045 -0.3304  -0.105
H: -0.2214 0.4309 1.9130  0.219
H: -1.4876 -0.5418 1.2573  0.207
H: -1.3944 0.9684 0.5283  0.226
H: 0.8551 -0.9989 -0.1514  0.108

The SMILES is C#CBr.CS. The HOMO energy is -8.98 eV.

Which structure loses on stability? model a does.